(1)
{
  "formula": "C4H8BiO2",
  "method": "ωB97M-V/def2-TZVPD",
  "elements": ["C", "C", "C", "C", "O", "Bi", "H", "H", "H", "H", "H", "H", "H", "O", "H"],
  "positions_angstrom": [[1.844, -2.324, 0.901], [1.349, -1.174, 1.704], [-0.003, -1.023, 2.005], [-0.385, -0.523, 3.260], [-1.589, -0.335, 3.596], [-2.748, 0.472, 4.921], [2.938, -2.336, 0.811], [1.682, -3.253, 1.468], [1.710, -1.374, 0.092], [2.064, -0.807, 2.447], [-0.774, -1.217, 1.256], [0.407, -0.229, 3.969], [-0.596, -3.033, 0.028], [0.125, -3.553, -0.367], [0.058, -4.444, -0.004]],
  "nbo_charge": [-0.5798, 0.0453, -0.3269, 0.4552, -0.8066, 1.8254, 0.3452, 0.3788, 0.4791, 0.3016, 0.2639, 0.2227, 0.4914, -0.6245, 0.5293],
  "homo_energy_ev": [-22.84, -21.17],
  "orbital_gap_ha": [0.2939, 0.1897],
  "charge": 3
}

=====

(2)
{
  "formula": "CH4N2O2",
  "method": "ωB97M-V/def2-TZVPD",
  "elements": ["C", "N", "N", "O", "O", "H", "H", "H", "H"],
  "positions_angstrom": [[-0.559, -1.251, -1.287], [0.276, 1.246, 0.875], [0.694, 0.068, 0.959], [0.339, 2.172, 1.668], [-0.682, -0.079, -1.515], [0.219, -1.453, -0.576], [-1.108, -2.079, -1.934], [1.419, 0.029, 1.610], [-0.599, 1.346, 0.200]],
  "nbo_charge": [0.2741, 0.2060, -0.4692, -0.4375, -0.5433, 0.1551, 0.1095, 0.3314, 0.3738],
  "homo_energy_ev": -10.26,
  "relative_energy_kj_mol": 363.8,
  "orbital_gap_ha": 0.3933,
  "smiles": "[H]/N=[NH+]\\[O-].C=O"
}